10
Properties=species:S:1:pos:R:3 method="wB97M-V/def2-TZVPD" mol_weight_g_mol=180.9 gap_ha=0.277 e_above_lowest_kj_mol=42.95 max_force_ev_per_a=3.202 energy_ev=-14343.5368 charge=-1
I -0.1083 -0.6149 -0.6058
O -1.8651 2.5995 0.3677
H -1.3136 3.2130 0.7522
H -1.2930 1.9450 -0.0820
O 2.3045 1.3547 1.3768
H 2.0079 2.2147 1.5856
H 1.8667 1.0699 0.5804
O -0.2306 -4.2005 -1.2984
H -0.2053 -3.2501 -1.3086
H -1.1632 -4.3313 -1.3678

***

26
Properties=species:S:1:pos:R:3 method="wB97M-V/def2-TZVPD" mol_weight_g_mol=124.2 gap_ha=0.440 e_above_lowest_kj_mol=48.42 max_force_ev_per_a=2.431 energy_ev=-11056.0777 charge=+1
C -1.2247 0.2391 1.2333
C 0.1543 0.4817 0.6149
C -0.0056 1.3623 -0.6290
C 1.2897 1.8068 -1.2864
C 1.0006 2.6650 -2.5360
N 0.6756 -0.8447 0.0609
H -1.4934 -0.8199 1.1942
H -1.1109 0.4089 2.2961
H -2.0947 0.7052 0.7776
H 0.8998 0.8285 1.3226
H -0.4968 2.2736 -0.2961
H -0.6759 0.8715 -1.3374
H 1.8667 0.9445 -1.6628
H 2.0098 2.3293 -0.6571
H 1.6998 2.5109 -3.3532
H 1.0298 3.7186 -2.2541
H -0.0244 2.4958 -2.8685
H 0.8844 -1.5272 0.7873
H 0.0886 -1.2522 -0.6762
H 1.5376 -0.5657 -0.4192
H -0.1480 -2.5001 3.0032
H 0.6767 -1.8674 4.1332
O 0.1734 -1.6556 3.3366
H -1.3281 -3.5576 -1.3253
H -2.6625 -2.7914 -1.4108
O -1.7551 -2.7270 -1.0818

***

15
Properties=species:S:1:pos:R:3 method="wB97M-V/def2-TZVPD" smiles=C1CCCC1 mol_weight_g_mol=70.1 gap_ha=0.413 e_above_lowest_kj_mol=177.09 max_force_ev_per_a=3.391 energy_ev=-5345.4306 charge=0
C -1.3035 0.5245 -0.0350
C 0.3577 1.3309 -0.3656
C 1.3939 0.2312 -0.1374
C 0.4264 -1.1669 0.0278
C -0.8602 -0.7311 0.6606
H -1.6363 0.3593 -1.0602
H -2.1049 1.0754 0.5169
H 0.3117 1.6684 -1.4107
H 0.3954 2.1820 0.3176
H 1.9754 0.3584 0.7872
H 2.0655 0.0104 -0.9802
H 0.8374 -2.0327 0.5824
H 0.1971 -1.4771 -1.0089
H -0.8366 -0.6280 1.7569
H -1.2389 -1.7411 0.3766

***

9
Properties=species:S:1:pos:R:3 method="wB97M-V/def2-TZVPD" smiles="C#[PH]N=C=C" mol_weight_g_mol=85.0 gap_ha=0.288 e_above_lowest_kj_mol=425.59 max_force_ev_per_a=2.421 energy_ev=-13948.9322 charge=0
C -0.1763 -0.8406 1.6481
P -0.8455 -1.5846 0.2942
N 0.0787 -0.9308 -1.0293
C 0.1702 0.2721 -0.9957
C 0.2657 1.5205 -0.6305
H 0.2597 0.2396 1.4915
H -0.5912 -2.9536 0.1662
H 0.9492 1.8838 0.1560
H -0.1105 2.3937 -1.1005

***

33
Properties=species:S:1:pos:R:3 method="wB97M-V/def2-TZVPD" mol_weight_g_mol=308.2 gap_ha=0.334 max_force_ev_per_a=0.932 energy_ev=-51602.3887 charge=+1
C 1.9516 -3.0358 0.1253
S 0.6101 -3.1360 -1.0197
O 1.1319 -3.2526 -2.3516
O -0.4002 -4.0536 -0.5827
P -0.3999 -1.1950 -1.1271
C -1.7485 -1.0596 0.1416
N -3.0287 -0.7918 -0.4908
C 0.7904 0.1736 -0.8945
O 2.0791 -0.2435 -1.2539
N 2.7653 0.6426 -2.2919
O 2.6481 1.7523 -2.0558
P -1.2153 -1.1177 -3.2227
O -0.5676 0.0526 -3.8431
H 2.1060 -4.0657 0.4478
H 2.8002 -2.6315 -0.4160
H 1.6663 -2.4132 0.9714
H -1.4705 -0.2186 0.7816
H -1.7359 -1.9861 0.7161
H -3.7248 -1.4699 -0.2117
H -3.3655 0.1270 -0.2366
H 0.7369 0.4496 0.1650
H 0.4302 1.0273 -1.4818
H -2.5891 -1.0331 -2.9786
H -0.9455 -2.3958 -3.7289
O -0.7653 2.0369 1.9005
C -0.2556 2.9669 2.5156
N -1.0058 3.9228 3.0970
C 1.2390 3.1035 2.6639
H -0.6049 4.6896 3.6047
H -2.0071 3.8613 3.0187
H 1.6866 3.1690 1.6729
H 1.6245 2.2155 3.1626
H 1.5296 3.9814 3.2370

***

20
Properties=species:S:1:pos:R:3 method="wB97M-V/def2-TZVPD" smiles="C/C=C/N.O.O.O" mol_weight_g_mol=111.1 gap_ha=0.319 e_above_lowest_kj_mol=56.27 max_force_ev_per_a=0.922 energy_ev=-10954.1884 charge=0
C -2.4849 0.7072 0.9547
C -1.2302 0.0223 0.5503
C -1.1768 -0.9107 -0.3925
N -0.0575 -1.7013 -0.7212
H -2.5043 1.7848 0.8190
H -2.7236 0.5591 2.0077
H -3.3749 0.2935 0.4734
H -0.3107 0.3556 1.0202
H -2.0552 -1.0928 -1.0081
H -0.3867 -2.6178 -1.0161
H 0.5798 -1.8086 0.0740
O 2.2406 -1.1767 1.1661
H 1.9874 -0.2327 1.1394
H 2.6073 -1.2519 2.0530
O 1.2393 0.5449 -2.2216
H 0.6524 -0.2206 -2.2412
H 0.9187 1.2101 -2.8355
O 2.0147 1.4964 0.2356
H 2.2639 2.3405 0.6233
H 1.8009 1.6988 -0.6806

***

8
Properties=species:S:1:pos:R:3 method="wB97M-V/def2-TZVPD" mol_weight_g_mol=206.0 gap_ha=0.323 e_above_lowest_kj_mol=155.51 max_force_ev_per_a=3.541 energy_ev=-24113.9098 charge=0
C 1.8785 -0.1254 -0.5841
O 1.1298 -1.0061 -0.8594
O -0.6492 1.0283 0.4484
S -1.3412 -0.2119 0.2035
I -3.7525 0.1527 0.0057
H -1.8568 -0.6864 1.5944
H 2.1885 0.3223 0.4917
H 2.4028 0.5266 -1.3001

***

60
Properties=species:S:1:pos:R:3 method="wB97M-V/def2-TZVPD" mol_weight_g_mol=482.4 gap_ha=0.352 e_above_lowest_kj_mol=50.87 max_force_ev_per_a=3.691 energy_ev=-50546.7410 charge=-1
N -0.2322 0.1556 0.1803
O 0.5843 1.0652 0.4991
O -1.1214 0.3342 -0.6863
O -0.0586 -0.9712 0.6610
C 1.6331 1.0782 4.1081
O 2.1429 1.2472 5.2222
N 1.6345 1.9588 3.0997
N 1.0513 -0.1176 3.7759
H 1.9584 2.8937 3.2690
H 1.4436 1.6289 2.1646
H 0.8329 -0.2947 2.8110
H 0.8333 -0.7840 4.4885
C 1.7464 4.4287 -0.5847
O 1.8607 5.6206 -0.8593
N 2.5981 3.8266 0.2870
N 0.8601 3.5722 -1.1629
H 2.6117 2.8295 0.3899
H 3.2354 4.4869 0.6966
H 0.7218 2.6318 -0.8221
H 0.1871 4.0464 -1.7408
C -2.3344 3.4423 -2.4736
O -2.7795 4.4789 -2.9700
N -1.5514 2.5605 -3.1409
N -2.5212 3.1167 -1.1685
H -1.2312 2.9259 -4.0209
H -1.4027 1.6408 -2.7815
H -3.1793 3.6531 -0.6363
H -2.1959 2.1924 -0.9383
C 4.0334 0.8065 -0.8613
O 5.1882 1.1960 -0.9817
N 2.9730 1.0564 -1.6715
N 3.5738 0.2408 0.2760
H 3.1317 1.7019 -2.4252
H 2.1011 0.6435 -1.4111
H 2.5887 0.1045 0.4313
H 4.2838 -0.1198 0.8904
C -0.9864 -1.2911 -4.2632
O -0.9284 -1.7266 -5.4192
N -2.0940 -0.6067 -3.8452
N -0.0293 -1.4559 -3.3553
H -1.9418 -0.2077 -2.9359
H -2.8741 -0.4959 -4.4604
H -0.0555 -0.9115 -2.5069
H 0.7441 -2.0811 -3.4798
C -1.3840 -4.9660 -0.4737
O -1.1437 -6.1639 -0.5533
N -2.6542 -4.4762 -0.6569
N -0.4528 -4.0023 -0.3141
H -3.4436 -5.0666 -0.4693
H -2.8789 -3.5018 -0.7570
H -0.8033 -3.0664 -0.4433
H 0.4802 -4.0904 0.0390
C -1.9680 -3.0877 4.4624
O -2.1823 -3.0042 5.6649
N -2.6177 -4.0307 3.7036
N -1.1351 -2.2374 3.8049
H -2.9682 -4.7599 4.3043
H -2.1333 -4.3039 2.8612
H -0.8751 -1.4332 4.3420
H -0.8758 -2.3102 2.8375

***

10
Properties=species:S:1:pos:R:3 method="wB97M-V/def2-TZVPD" smiles="CO/N=C/C#N" mol_weight_g_mol=84.1 gap_ha=0.352 e_above_lowest_kj_mol=453.10 max_force_ev_per_a=7.754 energy_ev=-8199.1894 charge=0
C -2.6361 -0.3598 0.1968
O -1.4703 0.3350 -0.2856
N -0.2654 -0.2164 -0.1958
C 0.7195 0.7004 0.2150
C 1.9967 -0.0059 0.0239
N 3.0464 -0.4695 0.0085
H -2.1892 -0.7390 1.1420
H -3.0550 -1.1404 -0.5952
H -3.4043 0.2894 0.3946
H 0.4634 1.7034 0.0408

***

55
Properties=species:S:1:pos:R:3 method="wB97M-V/def2-TZVPD" smiles="CCN(CC)S(=O)(=O)c1ccc(C(=O)NCc2nnc(SCC(=O)OC)n2C)cc1" mol_weight_g_mol=455.6 gap_ha=0.335 e_above_lowest_kj_mol=68.39 max_force_ev_per_a=1.162 energy_ev=-58430.0140 charge=0
C -5.3552 -2.9909 0.7349
C -4.3822 -2.0588 1.4524
N -3.6409 -1.2035 0.5508
C -2.5566 -1.7773 -0.2223
C -1.2062 -1.5212 0.4426
S -4.4947 0.0118 -0.1988
O -4.7832 -0.2907 -1.5752
O -5.5835 0.3781 0.6579
C -3.2342 1.2862 -0.1623
C -2.7681 1.7106 1.0670
C -1.6654 2.5423 1.1180
C -1.0264 2.9332 -0.0580
C 0.2999 3.5979 0.0961
O 0.6146 4.2500 1.0694
N 1.1710 3.3508 -0.9330
C 2.5858 3.3108 -0.6399
C 2.9365 1.8979 -0.3122
N 2.1381 0.8954 -0.5531
N 2.7238 -0.2269 -0.1129
C 3.8789 0.1064 0.3931
S 5.0079 -1.0143 1.0786
C 3.9004 -2.4477 1.1624
C 3.1216 -2.6862 -0.1202
O 1.9978 -3.1068 -0.1272
O 3.8747 -2.4941 -1.2007
C 3.2073 -2.6385 -2.4469
N 4.0779 1.4550 0.2989
C 5.2084 2.2189 0.7405
C -1.5600 2.5639 -1.2906
C -2.6673 1.7358 -1.3390
H -5.9093 -3.5825 1.4593
H -6.0536 -2.3961 0.1513
H -4.8282 -3.6653 0.0636
H -3.6622 -2.6267 2.0479
H -4.9417 -1.3920 2.1109
H -2.7106 -2.8538 -0.3428
H -2.5861 -1.3220 -1.2146
H -1.2197 -1.8900 1.4651
H -0.4117 -2.0329 -0.0939
H -0.9808 -0.4583 0.4634
H -3.2593 1.3616 1.9608
H -1.2538 2.8705 2.0605
H 0.8902 2.6281 -1.5816
H 3.1625 3.6699 -1.4997
H 2.7707 3.9683 0.2159
H 4.5444 -3.3048 1.3644
H 3.1972 -2.3096 1.9832
H 2.4403 -1.8669 -2.5389
H 2.7353 -3.6205 -2.5122
H 3.9675 -2.5234 -3.2150
H 5.7753 2.5910 -0.1153
H 5.8498 1.5776 1.3432
H 4.8709 3.0656 1.3398
H -1.1184 2.9184 -2.2102
H -3.0893 1.4055 -2.2753

***

53
Properties=species:S:1:pos:R:3 method="wB97M-V/def2-TZVPD" smiles="COCCN(C(=O)CCc1nnc(Cc2c[nH]c3ccccc23)o1)C(C)C" mol_weight_g_mol=370.5 gap_ha=0.323 e_above_lowest_kj_mol=260.95 max_force_ev_per_a=1.351 energy_ev=-33264.8354 charge=0
C 1.7484 3.0995 -1.0574
O 1.6000 3.9991 0.0201
C 0.9746 3.4326 1.1459
C 1.9789 2.6855 2.0591
N 1.5135 1.3905 2.5281
C 1.7956 0.3270 1.7449
O 2.4403 0.4442 0.7145
C 1.2938 -1.0629 2.1407
C -0.2085 -1.2153 1.8355
C -0.5142 -0.4827 0.5842
N -1.0937 0.6675 0.4835
N -1.0820 0.9998 -0.8287
C -0.4923 0.0373 -1.4558
C -0.2671 -0.0854 -2.9161
C -1.2796 -1.0341 -3.4844
C -2.4096 -0.7110 -4.1764
N -3.1022 -1.8456 -4.4986
C -2.4336 -2.9301 -4.0080
C -2.7350 -4.2846 -4.0727
C -1.8592 -5.1620 -3.4708
C -0.7082 -4.7085 -2.8196
C -0.4011 -3.3685 -2.7540
C -1.2708 -2.4570 -3.3529
O -0.1114 -0.9460 -0.6128
C 0.7543 1.3414 3.7686
C -0.5655 2.1035 3.6471
C 1.5825 1.8478 4.9546
H 0.7670 2.8200 -1.4598
H 2.2772 2.1895 -0.7573
H 2.3229 3.6235 -1.8187
H 0.5265 4.2744 1.6801
H 0.1758 2.7492 0.8352
H 2.2398 3.3003 2.9181
H 2.8871 2.5107 1.4761
H 1.5075 -1.3022 3.1820
H 1.8528 -1.7563 1.5091
H -0.4569 -2.2713 1.7144
H -0.8265 -0.7890 2.6246
H 0.7433 -0.4625 -3.0868
H -0.3775 0.9012 -3.3637
H -2.7686 0.2572 -4.4677
H -3.9654 -1.8745 -5.0134
H -3.6242 -4.6343 -4.5766
H -2.0630 -6.2221 -3.5009
H -0.0493 -5.4318 -2.3617
H 0.4888 -3.0264 -2.2479
H 0.5220 0.2951 3.9666
H -0.3907 3.1733 3.5855
H -1.1818 1.9062 4.5210
H -1.1013 1.7864 2.7554
H 1.6906 2.9287 4.9382
H 1.0843 1.5768 5.8820
H 2.5718 1.3960 4.9476

***

129
Properties=species:S:1:pos:R:3 method="wB97M-V/def2-TZVPD" mol_weight_g_mol=733.0 spin_multiplicity=2 gap_ha="0.067 / 0.307" max_force_ev_per_a=6.281 energy_ev=-67646.3937 charge=-1
C -0.7476 2.0633 -4.7786
O -0.0789 1.2297 -5.3575
N -1.0492 3.2590 -5.1753
N -1.0983 1.9624 -3.5608
H -0.7557 3.4800 -6.1161
H -1.7898 3.8287 -4.7917
H -0.6639 1.1825 -3.0885
H -1.4639 2.7851 -3.1029
C -2.3144 -0.7244 4.6871
O -1.3913 -1.3870 4.2630
N -3.5728 -1.1392 4.6490
N -2.3117 0.4632 5.2091
H -4.3363 -0.4851 4.7460
H -3.6289 -2.0569 4.2311
H -3.1209 1.0364 5.4009
H -1.4199 0.8881 5.4195
C 2.9902 0.6948 -7.7052
O 2.2742 0.1150 -8.4880
N 4.1819 1.1438 -7.9664
N 2.6426 1.0805 -6.5039
H 4.6364 0.9327 -8.8433
H 4.5794 1.8419 -7.3542
H 1.6999 0.9068 -6.1857
H 3.1889 1.7450 -5.9745
C 2.8607 3.4750 1.1735
C 3.1491 4.2472 2.4324
C 2.6434 5.6863 2.3471
O 1.2823 5.6862 1.9442
C 0.4422 6.6884 2.5126
N 2.4399 3.6096 3.5230
H 3.3158 2.4891 1.0776
H 3.2166 4.0658 0.3295
H 1.7939 3.2584 1.1185
H 4.2323 4.2161 2.5506
H 3.3016 6.0718 1.5685
H 2.7949 6.2773 3.2504
H -0.4923 6.7981 1.9624
H 0.9637 7.6364 2.6451
H 0.1325 6.2801 3.4746
H 1.5041 3.7919 3.1896
H 2.5652 2.6092 3.4638
C -2.6156 3.7529 0.8906
C -2.4571 4.4940 -0.4785
C -2.5012 6.0451 -0.3306
O -3.6366 6.4707 0.4813
C -4.8840 6.3586 -0.2157
N -1.1622 4.1628 -1.0633
H -1.6838 3.8803 1.4416
H -2.8533 2.7292 0.6013
H -3.3760 4.1543 1.5604
H -3.1798 4.2286 -1.2501
H -2.3731 6.5491 -1.2885
H -1.5829 6.2760 0.2094
H -4.8344 6.7457 -1.2334
H -5.6659 6.7267 0.4486
H -4.9163 5.3002 -0.4742
H -1.2083 3.1777 -1.2816
H -0.4638 4.0808 -0.3383
C -0.7570 -6.7510 -2.2416
C -1.0682 -5.7610 -3.3444
C -0.4777 -4.3177 -3.2566
O -1.1480 -3.4908 -4.2404
C -0.6949 -2.0499 -4.1983
N -0.8814 -6.4652 -4.6574
H 0.2368 -7.1659 -2.0732
H -1.4473 -7.5886 -2.3416
H -1.2038 -6.4100 -1.3077
H -2.1464 -5.6151 -3.2801
H 0.5929 -4.4120 -3.4384
H -0.5668 -3.9465 -2.2356
H 0.3935 -2.0772 -4.1468
H -1.1108 -1.5441 -3.3269
H -0.9089 -1.3552 -5.0106
H -0.0076 -6.1289 -5.0361
H -1.6355 -6.3169 -5.3128
C -3.8211 -6.0672 0.3389
C -4.0941 -4.6014 0.8255
C -5.3442 -4.4341 1.6074
O -5.4153 -3.2489 2.2886
C -5.6544 -2.0177 1.5875
N -2.8533 -4.2543 1.5502
H -2.8544 -6.2700 -0.1219
H -4.4964 -6.6408 -0.2961
H -3.7071 -6.7439 1.1858
H -4.2213 -4.0004 -0.0749
H -5.2548 -5.0513 2.5014
H -6.2791 -4.4934 1.0502
H -6.6474 -2.0185 1.1379
H -5.0641 -2.0350 0.6713
H -5.4194 -1.0995 2.1259
H -2.5128 -5.0176 2.1172
H -2.9242 -3.3883 2.0651
C 5.2141 -3.4757 4.1768
C 6.3114 -3.0486 3.2426
C 5.9853 -1.7467 2.4299
O 4.9110 -2.0199 1.5656
C 4.8237 -1.1001 0.4487
N 7.5306 -3.0229 4.0176
H 4.3304 -2.8997 3.9018
H 5.4024 -3.3827 5.2463
H 4.9213 -4.4863 3.8923
H 6.5697 -3.9134 2.6313
H 6.8443 -1.5534 1.7873
H 5.6072 -0.9435 3.0623
H 4.8860 -0.1230 0.9277
H 3.8105 -1.1688 0.0527
H 5.6857 -1.1282 -0.2179
H 7.8361 -3.8944 4.4265
H 7.5356 -2.2614 4.6811
C -1.4288 -0.4995 0.6669
C 0.0580 0.0478 0.7158
C 0.4333 1.1184 -0.2471
O 0.4747 0.8495 -1.6440
C 1.7286 0.5036 -2.2544
N 0.0762 0.5801 2.0769
H -2.0271 0.3545 0.3493
H -1.6589 -1.0036 1.6055
H -1.3428 -1.1276 -0.2198
H 0.7576 -0.7820 0.6155
H 1.4920 1.2658 -0.0337
H -0.0949 2.0501 -0.0447
H 1.7086 0.1607 -3.2889
H 2.2857 -0.2937 -1.7624
H 2.5017 1.2677 -2.1744
H 0.0500 -0.1008 2.8224
H -0.7825 1.1117 2.0710
O 1.4039 -1.9063 4.1559
H 1.8052 -1.9991 5.0200
H 0.5470 -1.5169 4.3299